(1)
Formula: C46H84N2O12S4
Source: the OMol25 dataset
Level of theory: ωB97M-V with the def2-TZVPD basis set

Values from the calculation:
SMILES string	O=[N+]([O-])c1ccccc1.O=[N+]([O-])c1ccccc1.O=S1(=O)CCCC1.O=S1(=O)CCCC1.O=S1(=O)CCCC1.O=S1(=O)CCCC1.CCCCCC.CCCCCC.CCCCCC
HOMO-LUMO gap	9.34	eV

The geometry in XYZ format:
```
148
C46H84N2O12S4 (ωB97M-V with the def2-TZVPD basis set)
H 3.6465 27.7383 12.9796
H 9.3258 21.9041 20.0574
H 14.9118 27.4500 26.5266
H 12.3646 31.8364 17.0978
C 4.4186 25.6740 14.9384
H 12.9373 28.1157 17.1222
H 3.9018 32.5490 12.5535
S 15.0542 27.5198 16.4983
H 3.7541 31.7792 18.7179
C 13.5387 26.5985 18.4602
H 13.3811 29.2193 25.7257
H 4.6960 24.4777 22.4742
H 5.3485 31.4164 18.2070
H 6.9103 33.5904 14.5660
H 8.1943 24.1664 20.5179
H 4.5709 32.7728 17.4450
H 5.7472 25.6046 16.5924
H 10.9698 32.8583 15.6664
H 3.8599 29.9763 12.1130
C 8.4353 23.9295 22.7305
H 2.6802 30.8241 14.0759
C 14.1933 31.8275 19.7198
H 15.6046 32.1846 21.3328
H 7.3083 33.5213 16.2732
H 9.0836 32.5616 13.9072
O 10.6854 28.6669 23.0006
O 0.0129 24.3025 21.6174
H 5.4403 30.8782 15.4221
H 7.0251 26.7848 19.5615
H 5.5741 32.3122 13.0974
H 2.1209 25.8290 13.2381
O 10.8756 21.4443 22.7765
H 16.7675 26.9744 18.0093
C 3.6663 30.3812 14.2589
C 8.1313 23.4281 21.3172
H 7.0965 23.0745 21.2192
O 11.7938 30.1280 24.1155
C 4.3809 31.7678 17.8250
C 13.3492 28.2296 25.2922
H 1.8056 26.1389 18.8663
H 7.6933 26.9384 17.9168
H 10.5090 24.1244 23.7616
H 13.6260 31.0592 22.5537
H 8.8095 29.9163 18.2117
H 3.5083 29.3107 14.4325
H 10.1057 30.6075 15.0282
O 9.3729 26.5473 20.7214
H 9.6685 32.9870 16.8937
C 10.8254 30.3916 17.0530
C 4.5971 23.7876 16.6748
C 9.9582 32.5502 15.9359
H 11.9801 31.8279 22.5942
C 5.3084 24.8879 15.8840
C 14.8329 27.1322 19.1382
H 10.4481 30.6718 18.0399
H 4.3444 32.1892 15.1850
C 13.2371 25.7107 24.1502
O 10.2964 27.4534 18.6176
C 7.6437 27.3889 18.9041
H 6.6274 28.9621 17.9186
C 1.9387 25.1706 20.6974
C 12.2998 30.7652 16.9178
H 7.9816 23.2374 23.4445
C 7.5631 33.1009 15.3010
H 12.9361 30.2374 17.6369
C 2.6967 24.7207 21.7658
H 5.3663 29.9188 12.9934
C 9.8999 31.0340 16.0150
H 10.1735 29.5136 20.3264
H 3.5112 26.0525 15.4304
C 13.6731 33.0703 21.8287
H 3.4245 23.9773 14.0128
H 13.7151 25.5217 18.3417
H 16.1406 28.5916 18.3057
H 7.8799 30.7889 19.4688
C 7.1098 28.8334 18.8879
C 9.0116 22.2323 21.0458
H 2.2539 24.3087 22.6598
H 14.1406 33.4888 22.7216
S 10.5728 22.5554 21.9067
H 3.0376 27.3730 11.4323
H 12.7035 30.3864 15.9755
H 9.3323 34.1203 14.6637
H 15.2291 33.6074 20.4143
O 12.6307 29.7483 20.3948
H 4.9285 26.5855 14.6106
H 8.6884 29.0205 21.1592
C 3.6624 26.9480 12.2208
H 4.0576 29.8291 17.0635
N 11.5611 28.9919 23.7795
H 6.1505 24.4868 15.3160
H 8.0497 24.9393 22.8533
C 14.2204 27.2450 25.7208
H 3.8057 23.3164 16.0948
H 4.8589 24.5055 13.1643
H 10.2507 24.7675 22.2042
H 12.8672 26.5565 16.2942
C 12.9416 31.7712 22.0937
H 12.6784 26.7260 19.1053
H 6.3479 29.0034 19.6506
H 8.9006 30.7098 16.3273
H 15.1852 26.2973 19.7443
S 9.2734 27.4717 19.6248
H 4.2885 26.2900 18.5990
H 10.6662 29.3100 16.9664
H 14.8356 25.2112 25.5069
C 9.0056 33.0914 14.8561
C 9.9482 23.9298 22.8522
C 14.1573 25.9764 25.1541
C 3.9893 24.8689 13.7274
O 15.5912 26.4274 15.7259
N 0.4718 25.0165 20.7409
C 9.1526 29.1659 20.1756
O -0.1846 25.6125 19.9089
H 13.0178 33.8396 21.4195
H 14.6047 27.9423 19.8285
C 3.0996 25.6422 12.7567
H 4.6912 26.8367 11.8747
H 13.8871 32.3912 18.8459
C 2.5088 25.7604 19.5978
C 13.4123 27.1293 17.0333
O 11.5714 23.0178 20.9818
C 4.0707 24.9112 21.7026
C 4.3673 31.1117 15.3821
C 8.2703 29.8257 19.1575
H 2.7008 30.9877 16.8097
O 11.5396 31.9512 19.8870
C 3.8808 25.9406 19.5396
O 15.1142 28.8326 15.9115
C 12.3217 26.6624 23.7543
H 5.1168 31.9000 11.4590
H 11.6098 26.4092 22.9847
C 4.6606 25.4325 20.5722
H 5.7413 25.4981 20.5614
H 4.1286 24.1707 17.5833
H 2.6935 25.0238 11.9449
H 5.3338 23.0654 17.0303
H 13.2022 24.6962 23.7693
C 12.4211 27.9263 24.3164
H 7.1614 32.0767 15.2895
C 3.7788 30.8398 16.7507
S 12.6414 31.1928 20.4183
C 15.8580 27.5628 18.0939
H 8.6524 21.3395 21.5643
C 4.4110 30.4565 12.9226
C 4.7708 31.8870 12.4946
H 14.8192 30.9603 19.5403
C 14.7855 32.7028 20.8333
```

=====

(2)
Formula: C2H13N3Si3
Source: the OMol25 dataset
Level of theory: ωB97M-V with the def2-TZVPD basis set

Values from the calculation:
energy relative to the best compared isomer or geometry (same formula, charge and spin)	0.435	eV
HOMO-LUMO gap	8.30	eV

The geometry in XYZ format:
```
21
C2H13N3Si3 (ωB97M-V with the def2-TZVPD basis set)
H -2.0699 -0.2640 -1.1494
H 1.1759 -0.6574 -0.8076
H -0.2091 0.8196 1.9719
H 1.2081 -1.8307 2.9363
H -0.2736 -0.0487 -2.6280
Si 0.8678 0.0455 1.3851
Si -0.8223 0.4817 -1.3636
H -1.9963 3.9716 -1.9897
H 0.0045 -3.3552 1.5895
C 0.6119 -2.6027 1.0820
H -0.7597 4.4064 0.0179
H 1.4889 -3.1049 0.6483
H -0.2435 -2.4793 -0.9275
N 1.0235 -1.5529 1.9888
N 0.3468 -0.5745 -0.2306
H -1.2253 -1.7643 0.3611
C -0.2046 -1.9002 -0.0028
H 0.3660 4.0745 -2.0580
H 2.1553 0.7028 1.1982
N -0.6688 1.9991 -0.7883
Si -0.7757 3.6336 -1.2337
```

=====

(3)
Formula: C4H7NO
Source: the OMol25 dataset
Level of theory: ωB97M-V with the def2-TZVPD basis set

Values from the calculation:
energy relative to the best compared isomer or geometry (same formula, charge and spin)	1.716	eV
SMILES string	C[C@H](C#N)CO
HOMO-LUMO gap	11.47	eV

The geometry in XYZ format:
```
13
C4H7NO (ωB97M-V with the def2-TZVPD basis set)
H 0.4044 -1.0166 1.6004
H 1.3624 -0.2100 1.0109
C -0.7166 1.0987 -1.2908
C -1.0452 -0.5696 0.4264
C 0.0365 -0.0100 -0.6890
O -0.4754 -1.4084 1.3855
H -1.4950 0.3225 0.8978
C 1.3356 0.3532 0.0447
H 0.2372 -0.7501 -1.4837
N -1.4865 1.8871 -1.6483
H 1.3943 1.4099 0.3112
H 2.2567 0.0100 -0.4289
H -1.8086 -1.1165 -0.1360
```

=====

(4)
Formula: C15H35F2NO10S
Source: the OMol25 dataset
Level of theory: ωB97M-V with the def2-TZVPD basis set

Values from the calculation:
SMILES string	O=S(=O)(F)N(CCF)COO.COCCOCCOC.COCCOCCOC
HOMO-LUMO gap	8.29	eV

The geometry in XYZ format:
```
64
C15H35F2NO10S (ωB97M-V with the def2-TZVPD basis set)
C -2.8175 2.8963 -2.9740
H -3.5208 3.0353 2.9991
H -5.6866 1.8164 1.7630
H -2.3983 4.2535 3.5406
H -1.7580 1.0578 6.4455
C 2.2711 -4.8117 -0.7697
H -3.0069 2.5259 -3.9844
H -1.1495 -1.0706 -2.1061
H -0.6284 0.7388 2.5992
O 7.1479 -4.6830 -2.1165
H 4.3218 -3.3666 -3.4867
H 0.3399 2.0357 0.0161
H 2.6364 -4.2860 0.2381
H -3.0109 -0.1801 6.2660
C 0.0171 1.8454 -1.0147
H -0.7084 3.8753 -1.1434
H -3.3822 2.2716 -2.2757
H -3.1458 3.9339 -2.9067
H 5.6446 -2.4040 -2.4780
H 0.0837 -0.7942 -4.1698
C 4.5836 -2.9441 -2.4245
O 3.6312 -1.8766 -1.9714
H 2.6861 0.5981 -4.6849
H -4.3131 2.1449 0.6997
H 1.2174 -0.8150 -2.8016
O -3.4057 1.5555 5.2641
H 1.6738 -5.7774 -0.4845
H 2.5854 2.1677 -3.8448
C 3.6903 -5.1495 -1.5884
H -3.3271 1.2344 7.3047
O 4.0529 -1.4844 -0.7890
H -1.5716 0.4859 -2.7667
C -1.6193 1.0808 2.9219
C -4.8144 1.3666 1.2824
C -0.7517 -0.0709 -2.3165
H 3.2322 -1.4436 -0.1966
H -3.7053 3.5614 5.4560
H 3.3912 -5.2923 -2.7118
O -3.9682 0.8546 2.3019
N 4.6050 -3.9759 -1.3156
H 2.7689 0.6872 -2.8914
C -2.8371 0.8969 6.3837
H 4.0551 -6.1760 -1.1583
O 6.2985 -5.6853 0.0813
C -1.0774 2.8645 -1.3456
H -2.5260 -0.4602 1.7109
C -2.9229 2.8874 5.0965
S 6.2220 -4.4589 -0.8673
C -2.6384 3.1866 3.6183
H -1.7980 0.6025 3.8827
C -2.6278 0.6188 1.8657
C 2.3096 1.1071 -3.7897
H -2.4202 1.1264 0.9145
O -1.5047 2.4989 3.0707
H -1.9528 2.6814 -0.7087
F 1.3887 -3.8794 -1.5083
O -1.4203 2.8135 -2.7321
H 0.9008 1.9918 -1.6323
O -0.4015 0.4777 -1.0380
H -5.1438 0.5567 0.6309
O 0.8947 1.0261 -3.7461
F 6.9028 -3.0969 -0.0066
C 0.4227 -0.2405 -3.2898
H -2.0146 3.0639 5.6828
```

=====

(5)
Formula: C5H14N3
Source: the OMol25 dataset
Level of theory: ωB97M-V with the def2-TZVPD basis set

Values from the calculation:
energy relative to the best compared isomer or geometry (same formula, charge and spin)	11.363	eV
net charge	+2
spin multiplicity	2
HOMO-LUMO gap (alpha / beta)	5.81 / 3.29	eV

The geometry in XYZ format:
```
22
C5H14N3 (ωB97M-V with the def2-TZVPD basis set)
H -0.5675 -1.4965 0.7192
C -1.7394 0.4416 0.0311
H 0.6149 1.8329 3.2810
H -2.3531 -1.8657 -0.2739
C 1.2579 0.7684 2.5520
H 1.9349 -0.1053 2.5464
H 1.5690 0.4086 -4.3342
H 0.4691 0.5159 0.2396
H -1.9044 1.0616 -0.8573
H 0.2621 -2.6537 -0.8798
N 2.0023 -0.1022 -3.5529
H -2.5748 0.8486 0.6327
C -0.3907 -1.6736 -0.6912
H -0.6465 2.1254 0.7035
H -0.9053 0.2086 2.7980
H 0.2191 -0.8643 -1.1064
C -0.5637 1.0106 0.8496
N 1.3726 2.0116 2.3722
N -0.2036 0.2059 2.0515
H 2.4626 -0.9212 -3.9330
H 1.3164 -0.6584 -3.0607
C -1.6320 -1.0986 -0.0872
```

=====

(6)
Formula: C5H6O2
Source: the OMol25 dataset
Level of theory: ωB97M-V with the def2-TZVPD basis set

Values from the calculation:
energy relative to the best compared isomer or geometry (same formula, charge and spin)	3.686	eV
SMILES string	C#CO/C=C\CO
HOMO-LUMO gap	10.33	eV

The geometry in XYZ format:
```
13
C5H6O2 (ωB97M-V with the def2-TZVPD basis set)
O 0.7423 -1.0396 1.2723
O -0.1338 1.8446 0.1662
C -0.1095 0.9744 -0.9466
C -0.5612 -0.9790 1.2863
H 1.7060 -0.0226 -1.7790
C 1.0422 -0.0093 -0.9183
H -0.5795 1.3836 0.8895
C 1.4011 -0.8335 0.0575
C -1.7626 -0.9340 1.3450
H 0.0068 1.6091 -1.8294
H -2.8283 -0.9532 1.3831
H 2.3023 -1.4347 0.0396
H -1.0649 0.4431 -1.0518
```

=====

(7)
Formula: C22H44O34S7
Source: the OMol25 dataset
Level of theory: ωB97M-V with the def2-TZVPD basis set

Values from the calculation:
energy relative to the best compared isomer or geometry (same formula, charge and spin)	0.000	eV
HOMO-LUMO gap	11.19	eV

The geometry in XYZ format:
```
107
C22H44O34S7 (ωB97M-V with the def2-TZVPD basis set)
C -1.3872 0.4479 -4.4980
O -4.6736 -3.4802 -0.3150
O -3.9297 -2.8517 4.6621
O 0.6508 -0.3563 6.6058
S 3.4532 1.9606 -2.5594
S -3.1928 -1.6457 4.7173
H -0.0337 1.2894 1.9502
O -1.7804 -1.7002 4.5718
H 3.0476 -0.5427 -4.3651
H -1.6414 -2.9772 -6.4219
C -0.0633 2.6712 4.7756
H 2.0225 1.7426 -0.1724
O -5.9506 -3.1271 1.7419
C -2.0736 1.2618 -5.5754
O 2.7310 0.1261 3.6607
H 2.7430 -1.0461 -7.0661
C 0.8958 -2.5942 -6.3034
C 3.1095 1.6222 -0.1231
O 0.4125 -1.7626 -7.0271
H 0.3751 -3.3003 -2.7014
O -3.7291 -0.7381 5.8900
O -4.3536 -1.4240 0.9291
O -0.5324 4.2423 -0.0568
O 2.1529 -2.6975 -5.9198
H 3.2835 0.1205 6.5625
H 0.8000 3.8717 -1.4717
C -0.2844 3.8620 -1.4205
O -1.9430 3.3386 1.7596
H -2.8840 -5.3481 0.7344
O 0.2328 -3.6075 -5.7473
H 2.2223 -1.3570 4.9567
C -3.2959 -3.6991 -0.6084
H -2.7432 -2.8171 -0.9403
S 0.2291 2.1221 -5.4815
H 4.7538 -0.6736 6.0217
H -5.1678 0.7589 3.8496
S -4.7511 -2.7763 1.1191
O 0.0961 -1.0648 0.4359
O -0.4289 1.5109 7.7549
H -0.6663 4.5684 -2.1558
O 2.2486 2.5378 -3.0462
C -0.0286 -1.4909 -0.8158
H 2.7433 -0.5085 -0.3569
O 3.2892 0.4380 -2.0968
H -0.9587 3.2833 4.6882
C -4.1017 0.6198 4.0176
H -2.7701 0.9856 5.8083
H 3.8945 -2.3120 -6.7917
C 3.1422 -1.7028 -6.2917
H -1.4241 2.3916 -2.5325
H -2.7051 0.5890 -6.1483
O 4.8695 1.0048 2.6933
H -2.5418 2.1937 -5.2653
H -1.7085 -4.1103 0.8295
O 1.0936 -2.1222 -1.1524
O -0.1365 1.0838 -4.2952
C 3.4496 0.2588 -0.6661
C 3.8862 -0.1062 5.6868
C 3.1287 -0.8699 4.6123
H -1.9275 0.4581 -3.5461
H -4.4316 1.1871 6.1696
O 1.4992 1.9429 6.2879
O -3.6980 -0.6503 3.5551
H 0.5736 3.7249 6.5479
O -1.8831 2.4406 -0.5063
H 4.1647 -1.8644 -4.5484
O 3.7231 2.5026 -1.0834
H -1.5667 -4.4037 -5.3734
O 3.1403 2.5281 3.4304
O -2.9303 4.6627 -0.0506
H -1.2755 -0.5961 -4.7390
C -2.7872 -4.2594 0.7255
O 4.3201 1.0961 5.0562
H -1.4723 0.3213 0.2714
H -1.3671 0.5515 2.9027
H 3.7536 -1.6132 4.1145
H -3.2174 -4.4299 -1.4107
O -0.9676 1.6662 -6.4188
O 0.0366 3.4179 -4.9432
C 3.7148 -1.0114 -5.0780
S 3.7967 1.2878 3.5669
H 1.8493 3.6857 5.2471
H 0.1787 -0.2730 2.6781
S -1.9779 3.7287 0.4026
H 4.5703 -0.3702 -5.2836
H 2.1301 -3.1605 -2.5550
H -1.0908 -4.4879 -7.1054
H 4.4670 -0.0834 -0.4827
C -1.0610 -0.3826 0.9860
S 0.2585 0.9944 6.6273
C -1.0832 -3.8863 -6.1965
O -0.9680 -1.3234 -1.5529
H 1.1481 -1.8180 -3.2230
H 0.3606 2.5675 3.7765
C -3.7622 0.6538 5.4998
C 1.0167 3.1787 5.7120
C -0.9294 2.5023 -1.5708
H -3.5439 1.4261 3.5373
O 4.6156 2.1277 -3.3384
C 1.1966 -2.6147 -2.4834
C -0.5641 0.3684 2.1974
O -0.4602 1.3844 5.2427
O 1.4471 1.8102 -6.0822
O -3.4647 -3.5343 1.7296
H -1.8296 -1.0840 1.3068
H -0.3293 1.5973 -1.4619
H 3.5517 1.9413 0.8167
```

=====

Number 5 is which compound? C5H14N3